DFT (ωB97M-V/def2-TZVPD) results for C24H25CuN2Si as an isolated structure.

Element x y z (Å)
Cu (-0.850, -0.964, -1.787)
C (4.522, -0.201, -0.022)
C (3.570, 0.244, 0.883)
C (2.311, 0.635, 0.436)
C (1.967, 0.587, -0.918)
C (2.944, 0.123, -1.809)
C (4.205, -0.262, -1.374)
Si (0.230, 1.024, -1.554)
C (0.494, 2.305, -2.911)
C (1.655, 3.080, -2.988)
C (1.787, 4.090, -3.934)
C (0.756, 4.346, -4.827)
C (-0.403, 3.584, -4.776)
C (-0.525, 2.574, -3.831)
C (-0.565, 1.981, -0.120)
C (-0.061, 3.226, 0.277)
C (-0.602, 3.923, 1.347)
C (-1.674, 3.390, 2.053)
C (-2.200, 2.163, 1.677)
C (-1.647, 1.472, 0.601)
H (5.507, -0.495, 0.321)
H (3.809, 0.297, 1.939)
H (1.585, 0.993, 1.159)
H (2.717, 0.064, -2.869)
H (4.942, -0.609, -2.089)
H (2.474, 2.890, -2.302)
H (2.698, 4.676, -3.973)
H (0.858, 5.134, -5.564)
H (-1.209, 3.773, -5.474)
H (-1.434, 1.980, -3.808)
H (0.772, 3.660, -0.267)
H (-0.190, 4.885, 1.629)
H (-2.101, 3.935, 2.886)
H (-3.044, 1.747, 2.216)
H (-2.073, 0.516, 0.311)
N (-1.516, -2.669, -1.218)
C (-1.611, -3.229, -0.208)
N (-1.694, -3.839, 0.945)
C (-0.474, -4.290, 1.638)
C (-0.502, -3.800, 3.076)
C (-1.804, -4.200, 3.765)
C (-3.015, -3.681, 2.994)
C (-2.991, -4.170, 1.555)
H (0.385, -3.901, 1.094)
H (-0.439, -5.383, 1.596)
H (-0.397, -2.712, 3.080)
H (0.360, -4.212, 3.603)
H (-1.819, -3.825, 4.789)
H (-1.858, -5.294, 3.830)
H (-3.009, -2.587, 2.992)
H (-3.946, -4.002, 3.464)
H (-3.775, -3.715, 0.954)
H (-3.119, -5.257, 1.513)

Atoms 1-2, force components in eV/Å:
Cu 0.0971 0.3854 -0.1440
C -0.0110 -0.0092 -0.0137

Values from the calculation:
- 2S+1 = 1
- molar mass (g/mol) = 433.1
- Kohn-Sham gap (eV) = 7.64
- energy above the lowest of the compared OMol25 structures with the same formula, charge and spin (kcal per mole) = 0.0
- HOMO level (hartree) = -0.26833
- lowest unoccupied orbital energy (eV) = 0.34
- charge = 0

Mulliken population analysis, charges in e, atoms 1 to 4:
1 Cu -0.841
2 C -0.386
3 C -0.674
4 C -0.109

---

DFT (ωB97M-V/def2-TZVPD) results for C24H25F6IMoN5O11S5 as an isolated structure.

Element x y z (Å)
Mo (-0.139, 0.123, -0.140)
F (3.285, 0.039, 2.450)
C (2.627, 0.866, 3.232)
F (2.826, 0.537, 4.505)
F (2.987, 2.106, 3.015)
S (0.758, 0.678, 3.062)
O (0.100, 1.047, 1.765)
O (0.269, 1.500, 4.115)
N (0.706, -0.869, 3.250)
S (-0.305, -1.845, 2.590)
O (-0.744, -1.389, 1.233)
O (-1.396, -2.268, 3.394)
C (0.745, -3.378, 2.335)
F (0.237, -4.342, 3.074)
F (0.676, -3.722, 1.052)
F (1.995, -3.150, 2.680)
O (3.382, -2.673, -0.092)
S (2.578, -1.653, -0.655)
O (1.658, -2.345, -1.699)
O (1.718, -0.920, 0.299)
C (3.675, -0.632, -1.631)
C (4.611, -1.394, -2.322)
C (5.550, -0.763, -3.122)
C (5.569, 0.619, -3.226)
C (4.634, 1.383, -2.543)
C (3.692, 0.763, -1.745)
S (2.394, 1.737, -1.047)
O (2.388, 3.018, -1.682)
O (2.464, 1.728, 0.381)
O (1.222, 0.863, -1.529)
H (4.603, -2.471, -2.218)
H (6.273, -1.358, -3.664)
H (6.308, 1.106, -3.848)
H (4.611, 2.463, -2.623)
I (-1.181, 5.706, -2.816)
C (-1.021, 4.216, -1.408)
C (-1.219, 4.297, -0.046)
N (-1.002, 3.077, 0.455)
N (-0.662, 2.205, -0.505)
C (-0.661, 2.893, -1.646)
H (-1.492, 5.131, 0.579)
H (-0.977, 2.782, 1.418)
H (-0.387, 2.430, -2.577)
S (-2.663, 0.125, -0.230)
C (-2.958, -0.586, -1.776)
N (-3.507, -1.775, -1.936)
C (-3.664, -2.139, -3.351)
C (-3.181, -0.860, -4.073)
N (-2.767, -0.008, -2.950)
H (-3.718, -2.380, -1.161)
H (-4.701, -2.379, -3.574)
H (-3.034, -2.994, -3.588)
H (-3.979, -0.377, -4.632)
H (-2.344, -1.061, -4.740)
H (-2.328, 0.890, -3.045)
C (-1.437, -5.360, -6.424)
C (-0.904, -4.396, -5.397)
C (-0.192, -3.265, -5.771)
C (0.308, -2.369, -4.830)
C (1.111, -1.182, -5.321)
C (0.070, -2.610, -3.472)
C (0.596, -1.620, -2.473)
O (-0.376, -1.143, -1.632)
C (-0.627, -3.761, -3.064)
C (-0.811, -4.137, -1.613)
C (-1.103, -4.627, -4.039)
H (-1.091, -5.104, -7.424)
H (-2.529, -5.359, -6.429)
H (-1.117, -6.379, -6.197)
H (-0.008, -3.082, -6.824)
H (1.107, -1.152, -6.408)
H (2.152, -1.250, -4.992)
H (0.717, -0.228, -4.962)
H (1.106, -0.808, -2.976)
H (-1.100, -3.291, -0.995)
H (0.132, -4.515, -1.213)
H (-1.551, -4.931, -1.516)
H (-1.632, -5.524, -3.728)

Atoms 1-2, force components in eV/Å:
Mo -0.0208 -0.2745 -0.3452
F 0.0690 -0.0589 0.0096

Values from the calculation:
- 2S+1 = 3
- molar mass (g/mol) = 1056.7
- Kohn-Sham gap (alpha / beta) (eV) = 8.10 / 7.88
- energy above the lowest of the compared OMol25 structures with the same formula, charge and spin (kcal per mole) = 4.5
- HOMO level (alpha / beta) (hartree) = -0.42840 / -0.42946
- lowest unoccupied orbital energy (alpha / beta) (eV) = -3.56 / -3.81
- <S²> = 2.0141
- charge = +1

Mulliken population analysis, charges in e, atoms 1 to 4:
1 Mo 0.589
2 F -0.157
3 C 0.751
4 F -0.205

---

DFT (ωB97M-V/def2-TZVPD) results for one molecule with the formula C24H25FN4O.

Element x y z (Å)
O (1.320, -2.887, 2.252)
C (0.726, -2.202, 3.061)
N (0.669, -0.847, 2.975)
H (0.054, -0.348, 3.599)
C (1.141, -0.139, 1.810)
H (1.709, 0.745, 2.110)
H (1.801, -0.829, 1.285)
C (-0.045, 0.302, 0.931)
N (0.401, 1.175, -0.149)
C (-0.685, 1.912, -0.768)
H (-1.292, 2.377, 0.012)
C (-0.090, 3.002, -1.657)
N (0.741, 2.402, -2.676)
C (0.850, 2.987, -3.922)
C (2.058, 3.206, -4.597)
C (2.117, 3.732, -5.872)
C (0.953, 4.086, -6.528)
C (-0.261, 3.897, -5.887)
C (-0.309, 3.355, -4.621)
H (-1.268, 3.188, -4.155)
H (-1.181, 4.164, -6.385)
H (0.994, 4.504, -7.521)
H (3.085, 3.873, -6.326)
F (3.249, 2.928, -3.998)
C (1.811, 1.632, -2.085)
C (1.202, 0.552, -1.187)
H (2.012, -0.014, -0.729)
H (0.598, -0.126, -1.814)
H (2.389, 1.141, -2.867)
H (2.480, 2.264, -1.485)
H (-0.885, 3.591, -2.112)
H (0.520, 3.667, -1.024)
H (-1.334, 1.258, -1.376)
C (-0.876, -0.885, 0.491)
C (-0.332, -2.028, -0.088)
C (-1.176, -3.058, -0.468)
C (-2.538, -2.913, -0.257)
N (-3.071, -1.834, 0.289)
C (-2.260, -0.856, 0.646)
H (-2.745, 0.005, 1.093)
H (-3.238, -3.692, -0.532)
H (-0.779, -3.958, -0.912)
H (0.732, -2.134, -0.222)
H (-0.685, 0.934, 1.563)
C (0.006, -2.780, 4.231)
C (-0.040, -2.149, 5.470)
C (-0.717, -2.739, 6.522)
C (-1.359, -3.954, 6.345)
C (-1.309, -4.590, 5.115)
C (-0.622, -4.010, 4.065)
H (-0.563, -4.494, 3.102)
H (-1.802, -5.541, 4.977)
H (-1.891, -4.408, 7.168)
H (-0.743, -2.251, 7.486)
H (0.478, -1.213, 5.625)

Atoms 1-2, force components in eV/Å:
O 0.0465 -0.2281 -0.1380
C 0.0363 0.1879 0.1707

Values from the calculation:
- 2S+1 = 1
- molar mass (g/mol) = 404.5
- Kohn-Sham gap (eV) = 8.51
- SMILES = O=C(NC[C@H](c1cccnc1)N1CCN(c2ccccc2F)CC1)c1ccccc1
- energy above the lowest of the compared OMol25 structures with the same formula, charge and spin (kcal per mole) = 24.7
- HOMO level (hartree) = -0.29011
- lowest unoccupied orbital energy (eV) = 0.62
- charge = 0

Mulliken population analysis, charges in e, atoms 1 to 4:
1 O -0.623
2 C 0.588
3 N -0.036
4 H 0.322

---

DFT (ωB97M-V/def2-TZVPD) results for C24H25FNNaO4STe as an isolated structure in a non-equilibrium geometry.

Element x y z (Å)
Na (-0.167, 0.459, -0.024)
C (5.180, 4.948, 1.555)
C (5.694, 3.907, 0.554)
C (7.011, 3.321, 1.064)
C (7.528, 2.288, 0.076)
C (6.471, 1.234, -0.118)
C (6.852, -0.081, -0.445)
C (5.874, -1.045, -0.581)
F (6.270, -2.314, -0.930)
C (4.545, -0.780, -0.376)
C (4.138, 0.538, -0.057)
C (2.731, 0.826, 0.083)
O (1.847, -0.070, 0.143)
C (2.419, 2.234, 0.104)
C (3.388, 3.160, 0.228)
N (4.729, 2.845, 0.347)
C (5.126, 1.549, 0.059)
C (0.972, 2.661, -0.107)
O (0.522, 3.554, 0.617)
O (0.371, 2.062, -1.026)
H (6.012, 5.551, 1.916)
H (4.711, 4.451, 2.400)
H (4.450, 5.613, 1.103)
H (5.893, 4.417, -0.405)
H (6.836, 2.839, 2.028)
H (7.736, 4.128, 1.207)
H (8.448, 1.826, 0.448)
H (7.772, 2.780, -0.874)
H (7.893, -0.323, -0.595)
H (3.785, -1.536, -0.472)
H (3.143, 4.209, 0.223)
C (-4.853, 0.261, 0.498)
C (-3.680, 0.478, -0.450)
O (-2.446, 0.244, 0.188)
H (-5.794, 0.552, 0.034)
H (-4.697, 0.842, 1.404)
H (-4.904, -0.786, 0.785)
H (-3.658, 1.508, -0.824)
H (-3.793, -0.190, -1.324)
H (-2.620, -0.421, 0.904)
C (0.093, -4.924, -0.263)
Te (-0.657, -2.496, 1.005)
C (-1.666, -2.873, -0.897)
C (-2.151, -4.260, -0.949)
C (-3.474, -4.569, -1.172)
C (-3.924, -5.883, -1.147)
C (-3.022, -6.895, -0.848)
C (-1.705, -6.608, -0.569)
C (-1.214, -5.286, -0.625)
H (0.752, -5.717, 0.082)
H (0.614, -4.166, -0.834)
H (-0.883, -2.683, -1.632)
H (-2.472, -2.155, -1.039)
H (-4.181, -3.767, -1.366)
H (-4.968, -6.106, -1.340)
H (-3.364, -7.925, -0.828)
H (-1.016, -7.410, -0.318)
S (-2.580, -2.050, 2.252)

Atoms 1-2, force components in eV/Å:
Na -1.8930 -1.8093 0.7276
C -0.0166 -0.1144 -0.2428

Values from the calculation:
- 2S+1 = 1
- molar mass (g/mol) = 593.1
- Kohn-Sham gap (eV) = 2.00
- energy above the lowest of the compared OMol25 structures with the same formula, charge and spin (kcal per mole) = 35.3
- HOMO level (hartree) = 0.04703
- lowest unoccupied orbital energy (eV) = 3.28
- charge = -2

Mulliken population analysis, charges in e, atoms 1 to 4:
1 Na 1.021
2 C -1.642
3 C 0.498
4 C -1.051